1.
Density functional theory data (wB97M-V/def2-TZVPD) for a structure of composition C35H49Sn.

Last column: Mulliken charge in e.
CARTESIAN COORDINATES (ANGSTROEM)
C1 2.95283 0.44702 -1.83001  -1.097
C2 1.80929 -0.14826 -2.61671  0.226
C3 1.50542 -1.59846 -2.36807  -0.541
C4 0.96261 0.77705 -3.28865  -0.326
Sn1 -1.14284 0.19432 -2.18028  -0.161
C5 -2.34099 1.90935 -1.53656  -1.443
C6 -1.85679 2.78068 -0.35394  2.222
C7 -2.84452 2.79532 0.82100  -1.531
C8 -1.55764 4.22503 -0.78287  -1.890
C9 -2.24213 -0.57354 -3.95464  -1.022
C10 -1.89302 0.20015 -5.22856  1.213
C11 -2.11688 1.71563 -5.08466  -1.262
C12 -2.75773 -0.35358 -6.36652  -1.707
C13 -1.82516 -1.33811 -0.71103  -1.394
C14 -2.35196 -2.67614 -1.26339  2.057
C15 -3.87653 -2.75191 -1.25999  -1.746
C16 -1.79183 -3.89789 -0.52557  -1.751
H1 -2.03479 -2.76612 -2.30397  -0.278
H2 3.71151 0.95328 -2.44520  0.229
H3 2.54283 1.20254 -1.13035  0.115
H4 3.47669 -0.30332 -1.21934  0.424
H5 1.50765 0.14281 2.36569  0.268
H6 1.98254 -2.30985 -3.06176  0.338
H7 1.85426 -1.86952 -1.36167  0.148
H8 0.43016 -1.87479 -2.39443  -0.166
H9 1.05579 1.81727 -2.92439  0.126
H10 0.91241 0.75705 -4.40070  0.272
H11 -2.39832 2.47244 -2.47494  0.324
H12 -3.30720 1.42913 -1.31763  0.272
H13 -0.90888 2.35333 0.02222  -0.390
H14 -3.79505 3.24887 0.50668  0.396
H15 -3.04341 1.78679 1.20040  0.172
H16 -2.43031 3.38961 1.64721  0.440
H17 -2.48042 4.71787 -1.11701  0.380
H18 -1.14417 4.78025 0.06836  0.473
H19 -0.82624 4.26472 -1.59960  0.346
H20 -1.89373 -1.61256 -4.01049  0.233
H21 -3.32590 -0.56392 -3.75891  0.286
H22 -0.82502 0.00754 -5.46300  0.027
H23 -3.13412 1.93015 -4.70877  0.300
H24 -1.38823 2.17659 -4.39607  0.151
H25 -1.99163 2.21625 -6.06010  0.462
H26 -3.82147 -0.21021 -6.13673  0.345
H27 -2.52619 0.14909 -7.30703  0.448
H28 -2.56996 -1.42459 -6.48533  0.388
H29 -0.96431 -1.43613 -0.03738  0.206
H30 -2.61430 -0.79958 -0.16352  0.402
H31 -4.25701 -2.75488 -0.23341  0.406
H32 -4.33762 -1.92046 -1.79712  0.325
H33 -4.20792 -3.68387 -1.73439  0.418
H34 -2.14059 -3.91384 0.51408  0.377
H35 -2.15379 -4.81766 -1.00555  0.422
H36 -0.69554 -3.91423 -0.52714  0.349
C17 1.83364 -0.08932 3.35198  0.751
C18 0.43230 -0.18693 3.94261  0.498
C19 -0.50802 0.77186 3.52500  0.058
C20 -1.86111 0.67372 3.82859  -0.643
C21 -2.29121 -0.42898 4.58045  -0.534
C22 -1.37513 -1.40784 4.98922  -0.785
C23 -0.01807 -1.28760 4.67200  -0.206
C24 2.80337 -1.28787 3.22300  -0.405
C25 4.12523 -0.83393 3.40604  -0.255
C26 5.19325 -1.71671 3.22346  -0.320
C27 4.95189 -3.03123 2.82736  -0.635
C28 3.64209 -3.46223 2.58257  -0.699
C29 2.55634 -2.58910 2.76311  0.034
C30 4.10285 0.62698 3.60148  -0.111
C31 2.76797 1.10141 3.58155  0.337
C32 2.50618 2.46001 3.37461  -0.173
C33 3.57845 3.36664 3.36156  -0.751
C34 4.89858 2.90657 3.51271  -0.584
C35 5.15749 1.53216 3.59008  -0.549
H37 -0.18802 1.56958 2.85388  -0.073
H38 -2.61511 1.36686 3.42317  0.355
H39 -3.35740 -0.56291 4.79376  0.379
H40 -1.72345 -2.31364 5.48960  0.363
H41 0.70094 -2.07333 4.92504  0.448
H42 6.20757 -1.32812 3.31841  0.353
H43 5.78866 -3.70103 2.66683  0.392
H44 3.50514 -4.48210 2.22164  0.380
H45 1.54818 -2.93745 2.53668  0.592
H46 1.48281 2.80191 3.21326  0.376
H47 3.38743 4.43649 3.26407  0.371
H48 5.70852 3.62653 3.51331  0.382
H49 6.16873 1.15292 3.62473  0.372

Results
- ΔE to the lowest compared entry with this formula, charge and spin (eV) = 4.251
- charge = -1
- max |F| (eV Å⁻¹) = 2.264
- HOMO-LUMO gap (eV) = 3.6



2.
Density functional theory data (wB97M-V/def2-TZVPD) for a cluster of 11 separate species, C35H51BrClNO34P2 in total.

Last column: Mulliken charge in e.
CARTESIAN COORDINATES (ANGSTROEM)
N1 6.35133 1.62015 -3.84430  -0.414
C1 5.80004 1.76665 -5.12320  0.375
O1 6.11316 1.04905 -6.04171  -0.631
C2 4.79571 2.89705 -5.28819  -0.497
C3 3.30985 2.51343 -5.16244  -0.886
P1 2.85200 1.40720 -3.76442  -0.108
Br1 3.02149 -0.56463 -5.27332  -0.512
C4 1.08120 0.96683 -3.42561  0.015
C5 0.88618 0.30697 -2.09267  0.576
O2 0.73083 0.84149 -1.03871  -0.382
Cl1 0.86314 -1.46133 -2.19296  -0.172
P2 2.76767 2.98172 -2.09554  0.166
O3 4.12426 3.88650 -2.35560  -0.485
O4 1.59939 3.86534 -2.81922  -0.403
H1 7.35652 1.73874 -3.82537  0.290
H2 5.92237 2.23137 -3.15944  0.221
H3 4.94132 3.26917 -6.30443  0.343
H4 5.06009 3.69298 -4.59795  0.228
H5 2.69831 3.41449 -5.04816  0.600
H6 2.98939 2.01605 -6.07670  0.653
H7 3.85178 0.76155 -3.03663  0.137
H8 0.74641 0.27652 -4.19496  0.442
H9 0.47241 1.87282 -3.46373  -0.185
H10 4.05235 4.48306 -3.11187  0.294
H11 1.24498 4.53102 -2.21167  0.285
O5 -2.05498 -1.73630 4.22636  -0.516
C6 -1.44412 -0.98998 3.52939  0.600
O6 -0.61861 -0.02247 3.98526  -0.248
C7 0.10220 0.52719 2.87355  -0.381
C8 -0.81275 0.19310 1.70858  0.293
O7 -1.48126 -0.98551 2.18319  -0.318
H12 0.25774 1.59079 3.02565  0.365
H13 1.06756 0.02480 2.79441  0.257
H14 -1.56057 0.96986 1.53978  0.059
H15 -0.28384 -0.01541 0.78606  -0.091
O8 -0.84152 4.89720 -1.89311  -0.629
C9 -1.52799 4.87677 -2.87319  0.633
O9 -1.31889 4.05973 -3.92239  -0.105
C10 -2.45538 4.13980 -4.80027  0.002
C11 -3.03011 5.49838 -4.43655  -0.439
O10 -2.59587 5.66105 -3.07471  -0.375
H16 -2.14490 4.05676 -5.83399  0.363
H17 -3.12894 3.31666 -4.55873  -0.127
H18 -2.59559 6.30346 -5.02989  0.277
H19 -4.11335 5.54928 -4.48886  0.330
O11 -4.55855 -3.44540 9.66851  -0.565
C12 -4.03352 -3.07183 8.66026  0.579
O12 -4.37606 -1.95357 8.00088  -0.419
C13 -3.39716 -1.71851 6.96232  0.111
C14 -2.84140 -3.11225 6.73956  -0.141
O13 -3.04036 -3.72080 8.03376  -0.385
H20 -3.88606 -1.29944 6.08896  0.314
H21 -2.63350 -1.03439 7.32468  0.154
H22 -3.40504 -3.68427 6.00206  0.239
H23 -1.78997 -3.12109 6.48109  0.244
O14 -1.20598 1.24337 -5.50638  -0.491
C15 -1.86423 0.25416 -5.40834  0.635
O15 -1.41711 -0.90723 -4.89120  -0.233
C16 -2.53934 -1.77852 -4.69014  -0.284
C17 -3.54893 -1.22288 -5.68248  -0.416
O16 -3.15600 0.15385 -5.76673  -0.352
H24 -2.24425 -2.80543 -4.88248  0.314
H25 -2.87401 -1.67972 -3.65671  0.204
H26 -3.45023 -1.67153 -6.67147  0.302
H27 -4.58039 -1.28825 -5.35045  0.319
O17 10.74536 4.75895 -6.15900  -0.550
C18 10.28384 3.78367 -6.66034  0.590
O18 10.96921 2.89723 -7.40734  -0.368
C19 10.13435 1.74866 -7.63065  -0.223
C20 8.73899 2.32265 -7.46652  0.203
O19 8.99020 3.40567 -6.54784  -0.352
H28 10.32484 1.32695 -8.60863  0.278
H29 10.36283 1.00739 -6.86146  0.258
H30 8.33035 2.72076 -8.39320  0.233
H31 8.03033 1.62671 -7.03042  -0.004
O20 -8.82106 -1.12068 4.97659  -0.534
C21 -8.48715 -1.79975 5.89192  0.658
O21 -7.90433 -3.01644 5.77688  -0.370
C22 -7.43748 -3.42095 7.06915  0.335
C23 -8.32322 -2.61204 7.99858  -0.315
O22 -8.62997 -1.46697 7.19426  -0.356
H32 -7.54605 -4.49535 7.18760  0.341
H33 -6.38845 -3.14643 7.16552  -0.358
H34 -9.25366 -3.12798 8.24068  0.276
H35 -7.82704 -2.30334 8.91406  0.270
O23 -5.65746 2.34272 -3.95593  -0.543
C24 -5.16322 2.11935 -2.89889  0.637
O24 -4.41172 1.02762 -2.61577  -0.284
C25 -3.79117 1.22038 -1.33802  -0.026
C26 -4.71885 2.23249 -0.68390  -0.408
O25 -5.25141 2.92425 -1.82049  -0.355
H36 -3.73150 0.27025 -0.81374  0.275
H37 -2.78622 1.61945 -1.49529  0.104
H38 -5.54167 1.75830 -0.14791  0.307
H39 -4.21389 2.93796 -0.03054  0.317
O26 8.49737 0.74922 -9.92984  -0.559
C27 8.11225 -0.34601 -9.66439  0.714
O27 8.84633 -1.27703 -9.01658  -0.322
C28 7.97496 -2.35063 -8.63069  -0.238
C29 6.84376 -2.21382 -9.63667  -0.356
O28 6.88172 -0.81411 -9.93848  -0.329
H40 8.50924 -3.29402 -8.68983  0.279
H41 7.64260 -2.17618 -7.60684  0.229
H42 7.03295 -2.77215 -10.55448  0.270
H43 5.86695 -2.47539 -9.24160  0.305
O29 -7.14838 -7.54958 13.98635  -0.530
C30 -6.47486 -6.65529 13.59030  0.643
O30 -5.93995 -5.68807 14.37372  -0.336
C31 -5.01420 -4.92738 13.59019  -0.287
C32 -5.51365 -5.16712 12.17662  -0.072
O31 -6.13212 -6.45645 12.29890  -0.325
H44 -5.04166 -3.88580 13.89649  0.282
H45 -4.01155 -5.32766 13.74912  0.272
H46 -6.27008 -4.44237 11.87475  0.159
H47 -4.73215 -5.19232 11.42545  0.194
O32 -0.79714 0.05623 7.41113  -0.569
C33 0.30915 -0.30600 7.17411  0.752
O33 0.64516 -1.58426 6.88683  -0.265
C34 1.99109 -1.60406 6.40307  -0.240
C35 2.56222 -0.33204 7.00995  -0.404
O34 1.39616 0.49154 7.12971  -0.370
H48 2.48619 -2.51275 6.73225  0.307
H49 1.96839 -1.57289 5.31238  0.152
H50 2.97694 -0.49666 8.00505  0.281
H51 3.29865 0.16593 6.38622  0.300

Results
- max |F| (eV Å⁻¹) = 1.082
- HOMO-LUMO gap (eV) = 8.1
- SMILES = NC(=O)CC[PH](Br)(CC(=O)Cl)P(O)O.O=C1OCCO1.O=C1OCCO1.O=C1OCCO1.O=C1OCCO1.O=C1OCCO1.O=C1OCCO1.O=C1OCCO1.O=C1OCCO1.O=C1OCCO1.O=C1OCCO1



Question: The lowest HOMO-LUMO gap belongs to which entry?
Answer: C35H49Sn



Question: Among the records above, which one has the highest max |F|?
Answer: C35H49Sn



Question: Which of these has the highest max |F|?
Answer: C35H49Sn



Question: Which of these has the lowest HOMO-LUMO gap?
Answer: C35H49Sn